Model a:
The following is a DFT calculation (ωB97M-V/def2-TZVPD) of a structure of composition C4H13NSi2.

Each line ends with the Mulliken charge.
CARTESIAN COORDINATES (ANGSTROEM)
C  -1.83774  -1.12824  0.22736  -0.836
C  -0.80138  -1.89671  -0.55232  -1.038
C  0.67813  2.32981  -0.26478  -1.208
C  2.21906  -0.76885  0.74278  -1.035
N  0.07882  1.04482  -0.18823  0.237
Si  -1.67689  0.84141  0.11985  0.205
Si  1.09706  -0.34077  -0.74420  0.372
H  -2.80623  -1.35212  0.06141  0.581
H  -1.76373  -1.29391  1.23462  0.349
H  -0.34881  -2.76490  -0.03301  0.305
H  -1.22100  -2.19749  -1.44525  0.355
H  1.77475  2.39690  -0.32919  0.364
H  0.12523  2.89920  -0.95612  0.368
H  0.60522  2.79388  0.66895  0.386
H  1.72263  -0.41651  1.57252  0.326
H  2.21468  -1.89362  0.96506  0.304
H  3.21475  -0.38639  0.77973  0.369
H  -2.30941  1.35248  -1.08199  -0.143
H  -2.33915  1.36869  1.41587  -0.132
H  1.37401  -0.58770  -2.19307  -0.128

Properties
frontier orbital gap = 8.7 eV
highest occupied orbital energy = -7.946 eV
2S+1 = 1
lowest unoccupied orbital energy = 0.7 eV

Model b:
The following is a DFT calculation (ωB97M-V/def2-TZVPD) of an isolated molecule of C4H13NSi2.

Each line ends with the Mulliken charge.
CARTESIAN COORDINATES (ANGSTROEM)
C  -0.65979  0.97149  2.69577  -0.394
C  0.21900  -0.22710  2.24577  -0.769
C  -1.18304  1.15897  1.24740  -0.792
C  -0.63954  -0.28702  0.93971  0.103
N  0.25516  -0.27460  -0.22953  -0.203
Si  1.57607  -0.76272  -3.14345  0.342
Si  -0.25208  -0.64960  -1.78679  0.219
H  -1.57157  0.76610  3.36391  0.229
H  -0.08580  1.77478  3.10228  0.323
H  1.32900  0.09278  2.21459  0.245
H  0.00462  -1.10407  2.95607  0.235
H  -2.33139  1.30004  1.04407  0.228
H  -0.65739  1.72101  0.52541  0.297
H  -1.40919  -1.13154  0.71696  0.358
H  1.04254  0.29215  0.09343  0.283
H  2.96166  -1.25628  -3.44692  -0.141
H  1.79158  0.74212  -3.27268  -0.106
H  0.79787  -1.09424  -4.35768  -0.139
H  -0.94707  0.39085  -2.51394  -0.123
H  -1.21331  -1.66546  -1.57836  -0.195

Properties
frontier orbital gap = 9.6 eV
highest occupied orbital energy = -8.843 eV
2S+1 = 1
lowest unoccupied orbital energy = 0.7 eV

Which structure is most stable, and how do the rest compare? From most to least stable: model a, model b.

Model a:
The following is a DFT calculation (ωB97M-V/def2-TZVPD) of a cluster of 12 separate species, C20H64N8O12 in total.

Each line ends with the Mulliken charge.
CARTESIAN COORDINATES (ANGSTROEM)
C  1.61751  -1.36777  -4.59340  -0.606
O  1.65570  -2.70659  -4.07878  -0.626
H  2.55318  -1.15062  -5.08357  0.409
H  1.60973  -0.61909  -3.78582  0.018
H  0.76650  -1.04365  -5.21520  0.351
H  2.51857  -2.78839  -3.67857  0.338
C  -0.43371  1.47573  3.55038  0.306
O  0.40198  2.60207  3.61240  -0.493
H  -1.52369  1.70799  3.60155  0.194
H  -0.05754  0.75107  4.25193  0.411
H  -0.33178  0.98903  2.62186  -0.655
H  1.12686  2.38251  3.00241  0.517
C  -4.33434  2.48096  1.51039  -0.560
O  -3.19172  1.70533  1.83156  -0.315
H  -5.27896  2.18254  2.04241  0.250
H  -4.52661  2.34494  0.40216  0.249
H  -4.11314  3.55191  1.58151  0.125
H  -3.25541  0.85423  1.31934  0.222
C  3.83646  2.17713  -1.58867  -0.956
O  2.63256  1.47185  -1.36415  -0.410
H  3.63838  3.24154  -1.85398  0.311
H  4.48048  1.63077  -2.27698  0.332
H  4.41875  2.19090  -0.71686  0.337
H  2.84778  0.57255  -1.26565  0.205
C  2.79726  3.40645  1.77793  0.571
O  2.57582  4.53894  1.16158  -0.789
N  3.32077  3.29174  2.95696  -0.221
N  2.55193  2.25263  1.35271  0.674
H  3.77624  4.13478  3.29686  0.290
H  3.82278  2.46010  3.28153  0.183
H  2.05705  2.02057  0.46217  -0.796
H  3.02909  1.48383  1.80273  -0.203
C  2.26181  -1.23505  2.51683  0.038
O  2.34886  -0.09506  3.21601  -0.711
N  3.27387  -1.99994  2.48522  -0.136
N  1.37910  -1.55914  1.64694  0.143
H  4.12477  -1.80230  3.08089  0.305
H  3.30888  -2.81916  1.85982  0.142
H  0.48544  -1.07695  1.46455  -0.066
H  1.32834  -2.48459  1.15762  0.041
C  0.29004  -3.82855  0.10276  0.039
O  -0.93595  -3.79290  0.64608  -0.680
N  0.59396  -3.41939  -1.02945  0.515
N  1.32818  -4.09374  0.83256  -0.385
H  -0.18061  -3.16797  -1.66169  -0.819
H  1.36077  -3.80076  -1.59987  0.481
H  1.24803  -4.25667  1.81729  0.356
H  2.31342  -4.18022  0.49043  0.302
C  3.67484  -1.54283  -1.37945  0.386
O  3.81472  -2.39987  -2.44547  -0.862
N  4.66225  -0.74327  -0.94138  -0.239
N  2.49909  -1.41137  -0.74920  1.485
H  5.52389  -0.74833  -1.52854  0.291
H  4.64135  -0.24081  -0.01460  0.208
H  1.76196  -2.17009  -0.90319  -0.777
H  2.40045  -1.12732  0.21073  0.125
C  -4.61462  -0.14874  -0.72368  -1.399
C  -3.93977  -1.39323  -0.25980  0.131
C  -3.23355  -2.17973  -1.34908  -0.687
O  -3.27656  -1.29479  0.81309  -0.546
H  -5.17517  -0.45760  -1.62454  0.515
H  -3.91486  0.65723  -0.99244  0.180
H  -5.31966  0.23850  0.07601  0.275
H  -4.73727  -2.01068  0.04927  0.622
H  -2.72200  -3.03881  -0.90894  -0.029
H  -2.40125  -1.62817  -1.78602  -0.042
H  -3.95831  -2.46465  -2.07155  0.664
H  -3.14137  -2.19207  1.14233  0.349
C  -1.90243  -5.10551  -2.42502  -1.477
C  -1.15082  -4.39946  -3.53774  0.865
C  -1.88028  -4.45870  -4.91212  -1.649
O  -0.91241  -3.19756  -3.33847  -0.239
H  -1.94977  -6.12084  -2.77238  0.503
H  -2.88816  -4.72124  -2.35923  0.225
H  -1.46511  -5.10852  -1.44427  0.300
H  -0.20227  -4.95569  -3.68422  0.237
H  -2.89185  -4.02682  -4.89865  0.300
H  -1.99999  -5.39890  -5.30293  0.527
H  -1.25954  -3.99239  -5.71963  0.320
H  -0.05006  -2.92098  -3.73500  0.095
C  0.31859  6.04873  3.17521  -1.212
C  -1.11820  5.54830  3.67093  0.229
C  -1.96972  4.86589  2.55481  -0.808
O  -1.06077  4.76679  4.62376  -0.462
H  0.88801  5.31907  2.59732  0.013
H  0.90200  6.46619  3.96870  0.392
H  0.13645  6.85609  2.48298  0.414
H  -1.65667  6.40667  4.12156  0.371
H  -1.73833  5.29752  1.60321  0.361
H  -3.03310  5.21123  2.66312  0.449
H  -1.82593  3.82650  2.51872  -0.135
H  -1.95778  4.73053  5.00187  0.373
C  -0.47045  0.20161  -1.64985  -2.261
C  -0.26341  0.61395  -0.14183  2.761
C  -0.77495  2.10541  0.03340  -1.285
O  -0.79567  -0.15201  0.69909  -0.047
H  0.06201  -0.67960  -1.86772  0.125
H  -0.00228  0.87041  -2.34224  0.588
H  -1.49582  0.12580  -1.94236  0.657
H  0.75808  0.54860  0.07176  -1.232
H  -0.69017  2.43194  1.09067  0.101
H  -1.82959  2.23059  -0.17562  0.441
H  -0.23610  2.86248  -0.56489  0.397
H  -1.65508  -0.41302  0.37881  -0.116

Properties
frontier orbital gap = 7.8 eV
highest occupied orbital energy = -8.263 eV
2S+1 = 1
lowest unoccupied orbital energy = -0.4 eV

Model b:
The following is a DFT calculation (ωB97M-V/def2-TZVPD) of a cluster of 12 separate species, C20H64N8O12 in total.

Each line ends with the Mulliken charge.
CARTESIAN COORDINATES (ANGSTROEM)
C  2.97459  -2.38256  2.20379  -0.383
O  2.48723  -1.95749  3.46638  -0.681
H  2.26147  -3.16411  1.90369  0.134
H  4.03469  -2.70238  2.30963  0.295
H  2.86990  -1.58185  1.51615  0.079
H  1.60767  -2.24416  3.45145  0.454
C  0.42487  0.29977  5.21533  -0.614
O  -0.92537  0.43760  4.83697  -0.635
H  0.60900  0.45705  6.29136  0.301
H  1.03758  0.98611  4.65042  0.234
H  0.71415  -0.70897  4.85883  0.141
H  -1.17789  1.34870  4.67464  0.262
C  5.13871  -1.21242  -1.65890  -0.485
O  5.64449  -2.39418  -1.21357  -0.592
H  5.67952  -0.50964  -2.25136  0.514
H  4.74377  -0.55195  -0.88422  0.209
H  4.24601  -1.33250  -2.26959  -0.005
H  5.01054  -2.66547  -0.57466  0.361
C  -0.90465  5.28931  0.41593  -0.615
O  -0.30615  4.61418  -0.65478  -0.592
H  -0.55090  6.28772  0.23883  0.315
H  -0.34821  4.88810  1.26043  0.198
H  -1.93255  5.07620  0.38409  0.284
H  -0.86957  3.85677  -0.77082  0.547
C  -0.36009  -1.62218  2.18475  -0.656
O  0.04378  -1.77948  0.86004  0.404
N  -1.11442  -0.64711  2.50352  0.284
N  -0.16219  -2.46812  3.15454  -0.350
H  -1.24614  0.13296  1.87548  -0.540
H  -1.26997  -0.36992  3.50920  0.373
H  0.30254  -3.42108  3.05818  0.413
H  -0.74622  -2.39557  3.99525  0.185
C  -2.77679  2.48405  -0.28939  -0.017
O  -2.64630  1.87046  0.95395  -0.381
N  -1.76272  2.36612  -1.18671  -0.444
N  -3.81648  3.22275  -0.60460  -0.191
H  -1.06682  1.64678  -0.84171  -0.215
H  -1.69534  2.71887  -2.20126  0.297
H  -4.53746  3.25376  0.07060  0.291
H  -3.86171  3.86450  -1.46747  0.262
C  2.70184  1.59384  -5.65722  0.355
O  3.10668  2.63062  -6.42066  -0.747
N  1.68303  1.72466  -4.85071  -0.303
N  3.04442  0.34368  -5.78942  -0.246
H  1.54208  2.70447  -4.48736  0.225
H  1.37788  0.97586  -4.30006  0.072
H  3.64351  0.03674  -6.52673  0.217
H  2.71153  -0.42932  -5.21241  0.212
C  2.24574  -3.48558  -1.01128  0.304
O  2.78530  -2.27393  -0.94560  -0.483
N  1.28972  -3.87706  -0.26194  -0.046
N  2.74325  -4.47565  -1.64286  -0.306
H  0.68775  -3.28271  0.24504  -0.235
H  1.11211  -4.88018  -0.07305  0.194
H  3.63995  -4.42700  -2.15261  0.307
H  2.25872  -5.36594  -1.63496  0.145
C  -0.60918  -0.30133  -3.56337  -1.671
C  0.26453  -1.34006  -3.11462  3.018
C  -0.03351  -2.70943  -3.87119  -1.822
O  1.47286  -1.11425  -3.36187  -0.218
H  -0.61685  -0.06382  -4.62193  0.581
H  -0.40640  0.60047  -2.97497  -0.034
H  -1.66918  -0.54879  -3.35596  0.294
H  0.06815  -1.58475  -2.07431  -1.443
H  -0.14861  -2.63241  -4.90729  0.544
H  -0.86040  -3.21110  -3.61315  0.469
H  0.78340  -3.42084  -3.55385  0.279
H  1.92428  -1.64115  -2.70318  -0.378
C  -2.01481  3.59313  3.47258  -0.682
C  -3.05233  2.89023  4.41427  -0.124
C  -3.89316  1.79390  3.71999  -0.654
O  -2.59551  2.47944  5.53071  -0.604
H  -2.52671  3.94216  2.63941  0.234
H  -1.30070  2.84187  3.00781  -0.044
H  -1.37980  4.37489  3.80257  0.451
H  -3.74141  3.65540  4.69601  0.578
H  -3.27136  0.92437  3.51075  -0.131
H  -4.27926  2.05080  2.71898  0.117
H  -4.74158  1.55875  4.29643  0.489
H  -3.07000  2.79211  6.30479  0.398
C  -2.30297  -3.46857  -1.27270  -1.198
C  -2.96427  -2.40751  -0.35482  1.590
C  -2.84100  -0.97973  -0.88324  -1.012
O  -4.20549  -2.51649  -0.20184  -0.631
H  -1.35108  -3.12393  -1.47256  -0.153
H  -2.89486  -3.66484  -2.11697  0.545
H  -2.20728  -4.28972  -0.64772  0.429
H  -2.47459  -2.47986  0.66805  -0.413
H  -1.86707  -0.53821  -0.84383  -0.498
H  -3.44656  -0.25139  -0.39108  0.582
H  -3.12676  -0.97984  -1.89613  0.523
H  -4.58005  -1.88459  0.45339  0.404
C  2.07035  1.74324  -1.18314  -2.134
C  1.33548  0.87829  -0.12369  2.604
C  1.33847  1.50953  1.30737  -1.274
O  0.13624  0.57029  -0.36014  2.998
H  2.09730  1.26330  -2.16600  0.339
H  3.01597  1.87674  -0.84276  0.749
H  1.62446  2.67566  -1.38463  0.238
H  1.82011  -0.06177  -0.13894  -1.080
H  1.04999  2.54545  1.31519  0.324
H  2.33255  1.36584  1.75100  0.479
H  0.80820  1.07028  2.11367  -0.096
H  0.00433  -0.28486  0.02035  -2.069

Properties
frontier orbital gap = 8.6 eV
highest occupied orbital energy = -8.621 eV
2S+1 = 1
lowest unoccupied orbital energy = 0.0 eV

Which structure is most stable, and how do the rest compare? From most to least stable: model b, model a.

Model a:
The following is a DFT calculation (ωB97M-V/def2-TZVPD) of an isolated molecule of C5H10NO.

Each line ends with the Mulliken charge.
CARTESIAN COORDINATES (ANGSTROEM)
O  -1.14543  -1.01965  -1.13769  -0.629
C  -1.36167  -1.15406  0.06127  -0.114
C  -0.21397  -1.19561  1.05042  -0.570
C  0.32133  0.20777  1.38145  -0.651
C  -0.12529  1.31987  0.45343  -0.325
C  0.02235  1.34980  -0.92292  -0.652
N  0.94994  0.40169  -1.54196  -0.151
H  -2.36846  -1.43426  0.39481  0.386
H  0.54997  -1.58656  0.36974  0.180
H  -0.38950  -1.85973  1.89067  0.418
H  1.41565  0.11158  1.41994  0.261
H  -0.00412  0.42888  2.39866  0.343
H  -0.39195  2.22134  0.99885  0.326
H  -0.69092  1.76825  -1.61074  0.245
H  0.58595  -0.57689  -1.42364  0.237
H  0.93631  0.50902  -2.55550  0.344
H  1.90980  0.50856  -1.22679  0.352

Properties
frontier orbital gap (alpha / beta) = 4.8 / 8.5 eV
⟨S²⟩ = 0.7530
highest occupied orbital energy (alpha / beta) = -4.239 / -7.981 eV
2S+1 = 2
lowest unoccupied orbital energy (alpha / beta) = 0.5 / 0.5 eV

Model b:
The following is a DFT calculation (ωB97M-V/def2-TZVPD) of an isolated molecule of C5H10NO.

Each line ends with the Mulliken charge.
CARTESIAN COORDINATES (ANGSTROEM)
O  -1.50310  1.43002  1.34105  -0.654
C  -0.65104  0.62967  1.60969  -0.394
C  0.64420  0.36776  0.80717  -0.159
N  0.37365  1.11862  -0.46054  -0.180
C  -0.26162  0.19549  -1.49483  -0.548
C  -0.30418  -1.14836  -0.77716  -0.650
C  0.62737  -1.08609  0.43107  -0.802
H  -0.77455  0.03404  2.55986  0.330
H  1.48531  0.71642  1.37571  0.338
H  1.20465  1.60303  -0.82092  0.460
H  -0.29597  1.73828  -0.14787  0.246
H  0.50222  0.18352  -2.30495  0.404
H  -1.27592  0.58328  -1.71023  0.282
H  -1.46215  -1.22536  -0.27606  0.237
H  -0.33770  -1.98298  -1.60364  0.384
H  0.38399  -1.74913  1.40503  0.356
H  1.64485  -1.40820  0.06663  0.351

Properties
frontier orbital gap (alpha / beta) = 4.2 / 8.5 eV
⟨S²⟩ = 0.7530
highest occupied orbital energy (alpha / beta) = -3.660 / -8.197 eV
2S+1 = 2
lowest unoccupied orbital energy (alpha / beta) = 0.5 / 0.3 eV

Which structure is most stable, and how do the rest compare? From most to least stable: model b, model a.